w | A cluster of 6 separate species, C28H72N4O12 in total. Source: the Open Molecules 2025 dataset; level of theory: ωB97M-V/def2-TZVPD.

Summary:
HOMO energy (eV): -8.58
LUMO (eV): 0.230
HOMO-LUMO gap (eV): 8.82

Element x y z (Å)
C  7.5527  2.5277  16.8371
C  6.4156  2.9712  15.8684
O  5.4764  1.9374  15.7137
O  8.4277  3.6679  16.9697
H  8.1181  1.7521  16.3204
H  6.9137  2.2157  17.6632
H  6.7527  3.4593  14.9539
H  5.9777  3.8733  16.2956
H  5.6233  1.6054  14.8250
H  9.1179  3.2886  17.5187
C  11.6955  5.1518  13.4404
C  11.7361  3.8250  12.7053
O  13.1158  3.6487  12.3730
O  10.3672  5.5675  13.5990
H  12.0139  5.9120  12.7271
H  12.4300  5.2179  14.2431
H  11.0994  3.8863  11.8227
H  11.3979  3.0318  13.3721
H  13.5420  4.2921  11.8021
H  9.9287  5.0280  14.2611
C  11.7899  2.8925  20.1375
O  10.7901  3.4629  20.9180
C  11.2006  4.4027  21.8148
C  10.1764  4.7352  22.8994
N  9.1422  5.5762  22.4574
C  8.1925  6.0278  23.4130
C  7.1019  6.7402  22.6066
O  5.9976  6.7590  23.4067
C  5.0001  5.7028  23.2738
H  11.4923  2.0100  19.5712
H  12.6608  2.4470  20.6184
H  12.0956  3.6564  19.4225
H  11.5376  5.2589  21.2305
H  12.0987  3.9732  22.2587
H  10.7680  5.3174  23.6059
H  9.7854  3.8450  23.3921
H  9.5318  6.4049  22.0312
H  8.5553  6.6842  24.2039
H  7.8425  5.0866  23.8372
H  6.9375  6.2948  21.6255
H  7.3504  7.7844  22.4167
H  5.3182  4.6604  23.2917
H  4.3506  5.9577  22.4364
H  4.4020  5.6550  24.1839
C  4.4203  -4.5433  11.7290
O  5.3876  -4.5939  12.7287
C  5.3734  -3.5421  13.5517
C  6.7061  -3.5214  14.3672
N  7.8246  -3.7376  13.4841
C  8.3558  -2.4577  12.9143
C  8.1546  -2.2828  11.4545
O  7.0302  -1.5171  10.9887
C  6.9804  -1.5127  9.6475
H  4.3973  -5.4678  11.1521
H  4.7097  -3.8070  10.9792
H  3.4286  -4.4080  12.1605
H  4.5557  -3.7187  14.2504
H  5.1362  -2.5890  13.0792
H  6.5557  -4.4155  14.9722
H  6.8963  -2.6216  14.9523
H  7.4561  -4.3625  12.7814
H  9.3811  -2.2617  13.2280
H  7.6936  -1.6393  13.1970
H  8.5107  -3.1164  10.8492
H  8.9899  -1.6082  11.2673
H  6.0438  -1.0629  9.3179
H  6.9764  -2.5473  9.3044
H  7.6815  -0.8379  9.1565
C  1.0536  -3.4073  21.4729
O  1.6361  -2.1771  21.9901
C  2.3328  -1.5323  20.8775
C  3.4084  -0.6085  21.3986
N  4.4750  -1.3546  22.0858
C  5.5516  -0.5503  22.5988
C  5.2759  -0.0142  24.0079
O  4.9372  -1.1173  24.8237
C  4.1105  -0.7573  25.9268
H  0.4722  -3.7395  22.3329
H  1.7635  -4.2098  21.2722
H  0.2561  -3.3360  20.7334
H  1.7196  -1.1123  20.0802
H  2.9131  -2.2615  20.3122
H  2.9819  0.1311  22.0763
H  3.8663  -0.1073  20.5458
H  4.1123  -1.8267  22.9016
H  5.6940  0.3723  22.0362
H  6.5317  -1.0270  22.5786
H  4.5586  0.7883  23.8355
H  6.0412  0.6121  24.4664
H  4.6501  -0.2082  26.6985
H  3.6951  -1.6541  26.3865
H  3.2101  -0.1550  25.8063
C  -8.1972  2.2541  17.1454
O  -7.7411  1.0260  16.5439
C  -7.5237  1.0906  15.1970
C  -6.0608  1.4291  14.7096
N  -5.0339  0.6053  15.3852
C  -5.0975  -0.8351  14.9492
C  -3.8771  -1.7428  15.1885
O  -2.9186  -1.8041  14.1773
C  -1.8657  -0.8455  14.1727
H  -7.3992  2.7819  17.6677
H  -9.0364  2.0644  17.8146
H  -8.6236  2.9795  16.4525
H  -8.3175  1.6944  14.7573
H  -7.8983  0.1423  14.8116
H  -5.9409  2.5005  14.8698
H  -5.9097  1.1351  13.6709
H  -4.1699  1.0732  15.1515
H  -5.3243  -0.9433  13.8886
H  -5.9919  -1.1613  15.4799
H  -4.3099  -2.7349  15.3176
H  -3.3662  -1.6537  16.1472
H  -2.2346  0.1498  13.9250
H  -1.2226  -1.0623  13.3197
H  -1.3245  -0.7247  15.1111

---

x | A cluster of 6 separate species, C28H72N4O12 in total. Source: the Open Molecules 2025 dataset; level of theory: ωB97M-V/def2-TZVPD.

Summary:
HOMO energy (eV): -7.69
LUMO (eV): 0.011
HOMO-LUMO gap (eV): 7.71

Element x y z (Å)
C  15.1093  15.8711  6.2902
O  14.0062  16.6424  5.8073
C  14.3092  17.4343  4.6660
C  14.5414  16.6469  3.3851
N  14.5609  17.4602  2.1474
C  15.7654  18.0668  1.7334
C  15.7237  18.8272  0.4209
O  16.7954  18.7558  -0.1454
C  17.6810  19.8401  0.2142
H  16.0412  16.4365  6.5871
H  15.6118  15.1537  5.6547
H  14.6709  15.3570  7.1711
H  15.1197  18.0776  4.7773
H  13.5336  18.1740  4.5454
H  13.7855  15.7845  3.3756
H  15.4846  16.0454  3.4738
H  13.7698  18.0859  2.1733
H  16.6477  17.4447  1.7513
H  16.0114  18.8336  2.4579
H  15.3358  19.7530  0.5964
H  15.0264  18.4088  -0.2425
H  18.7424  19.5929  0.0019
H  17.6818  19.9858  1.3215
H  17.4475  20.7613  -0.4029
C  8.8558  22.8855  -9.0519
O  9.9671  23.0425  -8.1394
C  10.1304  21.8667  -7.3947
C  11.3773  21.9912  -6.5519
N  11.7471  20.6510  -6.0955
C  12.5346  20.4560  -4.9465
C  14.0193  20.6142  -5.3558
O  14.8232  20.3890  -4.4868
C  15.9472  19.6746  -4.9087
H  8.4399  23.9043  -9.2956
H  8.0537  22.5258  -8.4444
H  9.0190  22.1633  -9.8246
H  10.2281  21.0199  -8.0938
H  9.3646  21.7320  -6.6285
H  11.1832  22.6667  -5.7227
H  12.0571  22.4058  -7.1836
H  10.9856  19.9060  -6.2539
H  12.3278  19.4518  -4.6647
H  12.3178  21.0210  -4.0712
H  14.0842  21.6274  -5.6777
H  14.1505  19.9246  -6.2866
H  16.4613  19.3840  -3.9667
H  16.4852  20.2630  -5.6715
H  15.5226  18.6890  -5.2699
C  12.5794  19.0290  -1.7838
O  12.2762  18.8935  -0.3491
C  11.0305  19.3117  0.1765
C  11.0067  19.2240  1.6590
N  9.8822  18.5380  2.2370
C  10.0157  17.1008  1.8663
C  8.8386  16.4713  2.4407
O  8.5944  15.2883  2.4287
C  9.1039  14.5716  1.3025
H  12.2196  18.2064  -2.4486
H  13.6562  19.0873  -1.9355
H  12.0678  19.9634  -2.1863
H  10.2549  18.7715  -0.3882
H  10.8315  20.3959  -0.0259
H  11.1231  20.1838  2.1692
H  11.9654  18.8654  1.9746
H  9.1509  18.8669  1.6326
H  10.7931  16.5782  2.3083
H  10.0750  16.9631  0.7044
H  7.9417  16.9663  2.0349
H  8.7263  16.8664  3.4449
H  8.8845  15.0268  0.3207
H  8.9780  13.5329  1.2638
H  10.1825  14.6839  1.4321
C  14.4057  20.8945  5.9120
O  14.5610  20.4505  4.5666
C  13.4506  20.7674  3.8215
C  13.7888  21.9823  2.8375
N  12.5510  22.2343  2.0687
C  11.5263  23.1386  2.6025
C  10.2201  23.3337  1.8591
O  9.5022  24.2543  2.1930
C  8.3371  24.3746  1.4399
H  13.8849  21.8390  6.0705
H  15.3371  21.0088  6.4065
H  13.8804  20.0793  6.4790
H  12.5582  20.9515  4.3835
H  13.3514  19.9326  3.1508
H  14.6047  21.4863  2.2189
H  14.1944  22.8410  3.3225
H  12.8112  22.5301  1.1295
H  12.0393  24.1407  2.6471
H  11.2339  22.7920  3.5507
H  9.6596  22.3922  1.9943
H  10.3456  23.3822  0.8155
H  7.6219  23.5380  1.4068
H  8.5612  24.6801  0.4629
H  7.7691  25.1874  1.8006
C  9.0294  23.4820  -3.9611
C  10.1080  23.1720  -3.0135
O  10.2220  21.7730  -2.7780
O  8.0081  22.7097  -3.4657
H  9.2442  23.1235  -4.9344
H  8.7454  24.5469  -4.1426
H  10.0424  23.7611  -2.0628
H  10.9768  23.5446  -3.6106
H  10.0132  21.2435  -3.6012
H  8.1654  21.8611  -3.8887
C  14.3440  21.9652  -0.9523
C  13.3399  22.7039  -1.6853
O  12.2114  22.8208  -0.9014
O  15.3880  21.6654  -1.7601
H  13.9868  20.9672  -0.5314
H  14.6679  22.6601  -0.2424
H  13.0417  22.1645  -2.5563
H  13.6845  23.6255  -2.2076
H  11.4665  22.3697  -1.2548
H  15.0778  21.5217  -2.6236

---

Relative energies in kJ/mol: w 0.0; x 474.5

---

w | The ion C9H11N4S with charge +1. Source: the Open Molecules 2025 dataset; level of theory: ωB97M-V/def2-TZVPD.

Summary:
HOMO energy (eV): -13.46
LUMO (eV): -5.520
HOMO-LUMO gap (eV): 7.94
Total charge: +1

Element x y z (Å)
C  0.9398  0.6451  -2.0958
C  1.2501  2.5271  0.1245
C  -1.1697  0.6724  -1.2302
C  -1.0454  2.0169  0.7990
C  0.1033  0.0313  -1.0747
C  0.4214  1.6050  0.8428
C  0.5374  0.0920  0.3786
C  1.9769  -0.3025  0.6032
C  -0.3066  -0.7638  1.3136
N  1.5330  1.3655  -2.7912
N  1.9976  3.3193  -0.2284
N  -1.5548  1.7647  -0.4714
N  -2.0414  0.4151  -2.1970
S  -2.0140  2.6011  2.0535
H  0.0895  -1.1586  -1.4332
H  0.6254  1.6500  1.9078
H  2.2828  -0.1745  1.6896
H  2.6720  0.4521  0.2223
H  2.1778  -1.3549  0.3573
H  -0.1240  -1.8458  1.0377
H  -1.3334  -0.6083  1.1449
H  -0.1029  -0.3351  2.2868
H  -2.4734  2.1602  -0.6061
H  -1.8319  -0.3210  -2.8354
H  -2.8521  0.9836  -2.2745

---

x | A cluster of 2 separate species, C9H11N4S in total. Source: the Open Molecules 2025 dataset; level of theory: ωB97M-V/def2-TZVPD.

Summary:
HOMO energy (eV): -12.20
LUMO (eV): -3.294
HOMO-LUMO gap (eV): 8.90
Total charge: +1

Element x y z (Å)
C  -2.9960  -1.2354  -0.1526
C  -1.8981  -0.3687  -0.0449
C  -1.2088  -2.4633  0.0585
C  2.6298  0.1146  0.7973
C  -1.9267  1.0515  -0.2265
C  -0.7948  1.7754  -0.3907
C  -0.8251  3.2756  -0.2696
C  3.9438  0.0322  0.6158
C  2.6364  -1.7917  -0.3179
N  1.8450  -0.8906  0.2466
N  0.1637  4.0228  -0.2089
N  -0.7689  -1.1890  0.0992
N  -2.4934  -2.5129  -0.0534
S  4.3340  -1.4529  -0.2345
H  -3.9807  -0.8845  -0.2249
H  2.2817  0.8628  1.4730
H  -2.8935  1.5652  -0.2726
H  0.1347  1.3750  -0.6603
H  -2.0439  3.5345  -0.2420
H  -0.6178  -3.3283  0.1975
H  4.6756  0.7287  0.8156
H  2.2398  -2.6751  -0.8453
H  0.1232  5.0369  -0.2345
H  0.3070  -1.0845  0.1957
H  -2.8670  -3.4983  -0.1205

---

Relative energies in kJ/mol: w 92.9; x 0.0